(1)
This record from the Open Molecules 2025 dataset describes one molecule with the formula C2H3FO3 in a non-equilibrium geometry. The level of theory is ωB97M-V with the def2-TZVPD basis set.

Geometry as XYZ:
```
9
Properties=species:S:1:pos:R:3:forces:R:3
C 0.234142 -0.027309 0.301756 -4.859 1.589 0.901
C -1.284565 -0.049237 -0.456364 0.889 -1.775 1.762
O 0.457727 0.267830 1.448527 -0.403 -0.617 -0.094
O 2.399585 -0.123205 -0.086037 1.290 -0.072 -0.361
O 1.105130 -0.134392 -0.593404 1.805 -1.010 -3.258
F -2.136069 0.365864 0.527805 -0.395 -0.098 0.419
H -1.603244 -1.150531 -0.741643 0.954 2.293 0.217
H -1.409711 0.711926 -1.229445 0.735 -0.531 -0.387
H 2.237002 0.139050 0.828802 -0.016 0.222 0.801
```
Forces are in eV/Å.

Results
HOMO level: -0.418 Eh
Energy relative to the best compared isomer or geometry (same formula, charge and spin): 84.16 kcal per mole
Orbital gap: 12.1 eV
SMILES: O=C(CF)OO
Lowest unoccupied orbital energy: 0.69 eV
Total charge: 0

Results of the natural (NBO) charge analysis, in e, for atoms 1 through 4: C 0.74; C -0.03; O -0.60; O -0.40

***

(2)
This record from the Open Molecules 2025 dataset describes an isolated ion of composition C10H23N2O and charge +1. The level of theory is ωB97M-V with the def2-TZVPD basis set.

Geometry as XYZ:
```
36
Properties=species:S:1:pos:R:3:forces:R:3
C 3.893211 1.594779 0.809504 -0.015 0.022 -0.120
C 3.203268 0.236940 0.879348 -0.097 -0.042 -0.037
C 2.523373 -0.180870 -0.429607 0.254 -0.149 -0.014
C 1.437325 -1.252848 -0.233532 0.141 -0.021 -0.128
C 1.529614 -2.359210 -1.286952 -0.135 0.263 0.011
C 0.008862 -0.675305 -0.231565 -0.042 0.083 0.064
C -0.777514 -1.272514 0.908818 0.008 -0.290 -0.007
N -2.177434 -0.689220 1.000639 0.064 0.017 0.186
C -2.437233 0.703149 0.438145 -0.117 0.308 -0.193
C -3.749338 0.642580 -0.349724 -0.201 -0.079 0.110
N -4.211414 1.908098 -0.865899 0.279 -0.025 -0.102
C -1.284665 1.238129 -0.422716 0.023 -0.016 -0.099
O -0.024088 0.732425 -0.078159 0.045 -0.021 0.214
H 3.323596 2.290719 0.191300 -0.038 0.027 0.031
H 3.997091 2.045802 1.793959 0.084 -0.042 0.064
H 4.887388 1.510219 0.374132 0.035 0.034 -0.056
H 3.938290 -0.529129 1.134890 -0.052 -0.047 0.176
H 2.463635 0.235044 1.684340 -0.072 0.087 0.003
H 2.125669 0.699339 -0.926729 -0.130 0.028 -0.074
H 3.275371 -0.600462 -1.101307 0.029 0.078 -0.031
H 1.615760 -1.722047 0.739408 -0.002 0.046 0.084
H 0.778063 -3.133991 -1.127605 0.004 -0.095 -0.026
H 2.515229 -2.816244 -1.263669 0.014 -0.101 0.018
H 1.376455 -1.934430 -2.280691 0.024 -0.049 -0.054
H -0.489060 -0.930440 -1.179225 0.065 0.025 -0.076
H -0.870461 -2.350349 0.782201 -0.131 -0.007 0.076
H -0.288825 -1.081114 1.860645 0.069 0.168 -0.028
H -2.851607 -1.334084 0.588539 0.042 -0.028 -0.171
H -2.412638 -0.653834 1.989678 -0.128 -0.083 0.041
H -2.593410 1.356797 1.294978 0.202 -0.087 0.159
H -4.527249 0.220019 0.297698 0.012 -0.046 0.046
H -3.616201 -0.054137 -1.182356 -0.045 0.005 -0.057
H -3.832657 2.116265 -1.777954 -0.003 0.040 -0.051
H -4.017056 2.688936 -0.254499 -0.165 0.034 0.096
H -1.492063 1.034630 -1.480815 -0.013 -0.083 -0.024
H -1.239285 2.316357 -0.295217 -0.010 0.042 -0.031
```
Forces are in eV/Å.

Results
HOMO level: -0.489 Eh
Energy relative to the best compared isomer or geometry (same formula, charge and spin): 10.18 kcal per mole
Orbital gap: 10.0 eV
SMILES: CCC[C@H](C)[C@H]1C[NH2+][C@H](CN)CO1
Lowest unoccupied orbital energy: -3.27 eV
Total charge: +1

Results of the natural (NBO) charge analysis, in e, for atoms 1 through 4: C -0.61; C -0.39; C -0.40; C -0.23

***

(3)
This record from the Open Molecules 2025 dataset describes a 3-piece molecular cluster, C2H10O2S overall in a non-equilibrium geometry. The level of theory is ωB97M-V with the def2-TZVPD basis set.

Geometry as XYZ:
```
15
Properties=species:S:1:pos:R:3:forces:R:3
C 1.939322 -0.481176 1.933327 2.418 -0.586 2.439
S 1.604378 -1.757501 0.679772 -0.627 1.647 -0.876
C 1.344479 -0.454918 -0.657350 -0.430 -0.308 1.341
H 1.284818 -0.492580 2.868010 0.795 -0.507 -1.227
H 1.861450 0.542158 1.586525 0.024 -0.081 -0.432
H 3.094292 -0.626505 2.266478 -2.711 0.452 -0.454
H 0.665371 -0.642867 -1.466333 -0.273 -0.709 -0.220
H 1.002350 0.415753 -0.136934 -1.016 0.253 0.370
H 2.261876 -0.071197 -0.983360 1.762 -0.163 -0.953
H -1.787424 1.161352 -0.611089 0.503 -3.433 0.433
H -2.689756 2.227924 -0.140697 -0.944 0.077 0.689
O -2.007489 2.031762 -0.756500 0.533 3.703 -1.083
H -3.205610 -1.198274 -1.228232 -3.693 -7.012 -0.379
H -2.574948 -0.209417 -2.163298 -0.453 -0.553 1.666
O -2.793112 -0.444517 -1.190320 4.112 7.219 -1.314
```
Forces are in eV/Å.

Results
HOMO level (alpha / beta): 0.035 / -0.208 Eh
Energy relative to the best compared isomer or geometry (same formula, charge and spin): 31.99 kcal per mole
Orbital gap (alpha / beta): 2.2 / 8.8 eV
Expectation value of S²: 0.750
2S+1: 2
Lowest unoccupied orbital energy (alpha / beta): 3.13 / 3.17 eV
Total charge: -1

Results of the natural (NBO) charge analysis, in e, for atoms 1 through 4: C -0.77; S 0.09; C -0.80; H 0.21

***

(4)
This record from the Open Molecules 2025 dataset describes AgClH10O5 as an isolated structure. The level of theory is ωB97M-V with the def2-TZVPD basis set.

Geometry as XYZ:
```
17
Properties=species:S:1:pos:R:3:forces:R:3
Ag 2.966346 -1.949964 -1.322494 -0.105 0.102 0.084
Cl 0.877076 -0.400563 -0.302540 0.259 -0.344 -0.492
O 0.179032 -2.348466 2.533740 -0.025 0.141 0.176
H -0.474093 -3.047181 2.495589 -0.107 -0.317 0.080
H 0.373479 -2.151421 1.617450 0.152 0.031 -0.251
O -2.101355 -0.850201 0.728402 -0.434 -0.001 -0.171
H -1.987902 -1.521426 1.401328 0.052 -0.053 0.315
H -1.210114 -0.584687 0.501620 0.032 0.124 0.019
O 1.228771 1.539554 2.180369 -0.066 0.158 0.284
H 0.920963 0.979906 1.467435 -0.088 -0.082 0.017
H 2.010531 1.966488 1.829922 0.226 0.160 -0.026
O -1.763647 0.086569 -2.562428 -0.105 -0.379 0.153
H -0.806988 0.118536 -2.566318 0.240 0.140 -0.188
H -2.034524 1.004346 -2.585562 -0.024 0.274 -0.008
O 0.623023 2.394511 -2.195691 -0.057 -0.056 -0.321
H 0.943206 1.707481 -1.611143 0.165 -0.139 0.181
H 0.256196 3.056519 -1.609678 -0.114 0.243 0.149
```
Forces are in eV/Å.

Results
HOMO level (alpha / beta): -0.288 / -0.420 Eh
Orbital gap (alpha / beta): 8.0 / 5.4 eV
Expectation value of S²: 2.005
2S+1: 3
Lowest unoccupied orbital energy (alpha / beta): 0.19 / -6.04 eV
Total charge: 0

Results of the natural (NBO) charge analysis, in e, for atoms 1 through 4: Ag 0.16; Cl -0.17; O -0.93; H 0.47